(1)
A structure of composition C22H41BNbO16 in a non-equilibrium geometry. Source: the OMol25 dataset; level of theory: wB97M-V/def2-TZVPD.

Geometry (Å):
C  4.328  -2.908  -1.232
C  3.894  -1.609  -1.935
B  2.608  -0.968  -1.269
O  2.863  0.108  -0.423
Nb  0.316  -1.735  -1.476
H  5.393  -2.904  -0.995
H  4.133  -3.792  -1.833
H  3.801  -3.092  -0.295
H  4.727  -0.898  -1.946
H  3.625  -1.844  -2.964
H  3.537  -0.149  0.227
H  -0.415  -0.035  -1.052
H  0.775  -1.162  -3.175
H  1.105  -3.398  -1.698
H  0.489  -2.008  0.367
H  -1.265  -2.566  -2.057
C  -6.182  1.882  -0.186
C  -4.832  1.257  -0.407
C  -4.441  0.930  -1.841
O  -3.554  -0.166  -1.668
C  -3.858  -0.795  -0.519
O  -3.410  -1.827  -0.152
O  -4.776  -0.055  0.181
H  -6.937  1.415  -0.820
H  -6.480  1.760  0.854
H  -6.141  2.948  -0.410
H  -4.039  1.853  0.055
H  -3.928  1.724  -2.375
H  -5.316  0.595  -2.409
C  -4.653  -3.699  2.071
C  -4.541  -3.839  3.557
C  -3.805  -5.060  4.085
O  -4.425  -5.266  5.365
C  -5.676  -4.755  5.307
O  -6.508  -4.921  6.145
O  -5.843  -4.046  4.179
H  -4.871  -4.660  1.604
H  -5.449  -3.001  1.818
H  -3.730  -3.305  1.652
H  -4.118  -2.939  4.011
H  -2.736  -4.928  4.217
H  -4.006  -5.932  3.459
C  2.365  2.355  2.423
C  2.410  2.221  3.915
C  3.119  1.001  4.481
O  2.458  0.820  5.742
C  1.212  1.341  5.636
O  0.359  1.212  6.458
O  1.089  2.029  4.489
H  2.186  1.397  1.936
H  1.566  3.032  2.131
H  3.305  2.766  2.057
H  2.814  3.126  4.381
H  4.183  1.126  4.652
H  2.931  0.125  3.855
C  -1.028  6.506  2.516
C  0.224  6.742  1.719
C  0.067  7.033  0.233
O  1.294  6.536  -0.306
C  1.743  5.549  0.511
O  2.621  4.794  0.264
O  1.020  5.543  1.660
H  -1.737  5.895  1.958
H  -0.783  5.989  3.442
H  -1.495  7.459  2.765
H  0.845  7.519  2.175
H  -0.039  8.084  -0.021
H  -0.759  6.455  -0.189
C  4.106  -1.603  -7.960
C  4.062  -2.023  -6.516
C  4.911  -3.221  -6.114
O  4.191  -3.744  -5.007
C  2.873  -3.391  -5.141
O  1.996  -3.777  -4.458
O  2.756  -2.503  -6.170
H  4.097  -2.471  -8.620
H  3.239  -0.985  -8.187
H  5.006  -1.019  -8.152
H  4.287  -1.181  -5.853
H  5.925  -2.982  -5.806
H  4.925  -3.964  -6.919

Output
M   665.272 g/mol
LUMO level   1.88 eV
2S+1   1
Frontier orbital gap   0.2041 Ha
Total charge   -1
Highest occupied orbital energy   -3.68 eV

Atomic charges from the Löwdin analysis, expressed in e, are listed below:
1 C -0.143
2 C -0.244
3 B -0.705
4 O -0.033
5 Nb 0.745
6 H 0.053
7 H 0.058
8 H 0.056
9 H 0.079
10 H 0.050
11 H 0.079
12 H -0.163
13 H -0.123
14 H -0.147
15 H -0.141
16 H -0.168
17 C -0.029
18 C -0.334
19 C -0.097
20 O 0.031
21 C -0.562
22 O 0.120
23 O 0.063
24 H 0.084
25 H 0.086
26 H 0.084
27 H 0.158
28 H 0.138
29 H 0.134
30 C -0.020
31 C -0.306
32 C -0.086
33 O 0.054
34 C -0.585
35 O 0.145
36 O 0.080
37 H 0.091
38 H 0.090
39 H 0.078
40 H 0.160
41 H 0.139
42 H 0.135
43 C -0.009
44 C -0.309
45 C -0.088
46 O 0.053
47 C -0.580
48 O 0.149
49 O 0.086
50 H 0.086
51 H 0.075
52 H 0.093
53 H 0.154
54 H 0.134
55 H 0.140
56 C -0.019
57 C -0.327
58 C -0.093
59 O 0.061
60 C -0.555
61 O 0.179
62 O 0.065
63 H 0.089
64 H 0.092
65 H 0.087
66 H 0.155
67 H 0.134
68 H 0.138
69 C -0.028
70 C -0.338
71 C -0.109
72 O 0.040
73 C -0.561
74 O 0.149
75 O 0.071
76 H 0.083
77 H 0.088
78 H 0.085
79 H 0.158
80 H 0.134
81 H 0.131

***

(2)
A cluster of 3 separate species, C18H14F4O8 in total. Source: the OMol25 dataset; level of theory: wB97M-V/def2-TZVPD.

Geometry (Å):
O  -1.184  2.224  -0.588
C  -2.033  1.537  -0.084
C  -2.085  0.070  -0.292
C  -3.260  -0.553  -0.259
C  -3.409  -2.044  -0.401
F  -2.195  -2.597  -0.595
F  -4.213  -2.359  -1.424
C  -4.009  -2.636  0.933
F  -5.295  -2.969  0.758
F  -3.327  -3.735  1.307
C  -4.511  0.255  -0.055
O  -5.552  -0.016  -0.581
C  -4.323  1.434  0.833
C  -5.354  1.855  1.665
C  -5.122  2.949  2.502
C  -3.896  3.607  2.467
C  -2.869  3.184  1.622
C  -3.085  2.076  0.807
H  -1.178  -0.490  -0.467
H  -3.932  -1.900  1.736
H  -6.299  1.336  1.652
H  -5.894  3.283  3.179
H  -3.706  4.456  3.105
H  -1.925  3.706  1.605
O  3.877  -0.268  0.815
C  3.375  0.611  0.189
O  3.826  1.883  0.156
C  3.116  2.585  -0.873
C  1.842  1.777  -0.991
O  2.278  0.469  -0.587
H  2.944  3.617  -0.580
H  3.714  2.566  -1.785
H  1.068  2.113  -0.310
H  1.439  1.750  -1.999
O  8.308  -2.866  -2.888
C  7.338  -2.914  -2.205
O  6.805  -4.056  -1.703
C  5.794  -3.698  -0.754
C  5.403  -2.308  -1.206
O  6.610  -1.839  -1.820
H  4.972  -4.408  -0.787
H  6.231  -3.703  0.246
H  4.610  -2.324  -1.957
H  5.106  -1.662  -0.386

Output
M   434.294 g/mol
LUMO level   -1.68 eV
2S+1   1
Frontier orbital gap   0.3268 Ha
Highest occupied orbital energy   -10.58 eV

Atomic charges from the Löwdin analysis, expressed in e, are listed below:
1 O 0.120
2 C -0.315
3 C 0.119
4 C -0.031
5 C -0.431
6 F 0.121
7 F 0.151
8 C -0.294
9 F 0.109
10 F 0.099
11 C -0.294
12 O 0.173
13 C -0.092
14 C 0.013
15 C -0.047
16 C -0.053
17 C 0.010
18 C -0.094
19 H 0.140
20 H 0.168
21 H 0.124
22 H 0.108
23 H 0.107
24 H 0.121
25 O 0.144
26 C -0.569
27 O 0.069
28 C -0.105
29 C -0.117
30 O 0.060
31 H 0.133
32 H 0.134
33 H 0.104
34 H 0.136
35 O 0.163
36 C -0.574
37 O 0.056
38 C -0.114
39 C -0.114
40 O 0.060
41 H 0.131
42 H 0.133
43 H 0.136
44 H 0.102

***

(3)
A cluster of 6 separate species, C12H24Cl9N3O3 in total in a non-equilibrium geometry. Source: the OMol25 dataset; level of theory: wB97M-V/def2-TZVPD.

Geometry (Å):
Cl  -8.975  7.391  4.256
C  -8.995  8.931  3.202
Cl  -10.490  9.106  2.124
Cl  -7.605  8.804  2.132
H  -8.925  9.833  3.835
Cl  -13.536  13.265  10.047
C  -11.973  13.756  10.512
Cl  -10.822  12.441  10.422
Cl  -11.984  14.467  12.137
H  -11.616  14.578  9.872
Cl  -7.780  14.906  3.659
C  -8.243  13.301  3.149
Cl  -8.023  12.162  4.473
Cl  -7.452  12.764  1.686
H  -9.346  13.432  2.928
C  -11.490  14.880  5.490
N  -11.770  13.728  4.729
C  -11.558  13.716  3.390
C  -12.159  12.496  2.648
O  -11.035  14.616  2.806
H  -11.114  15.650  4.792
H  -10.774  14.590  6.257
H  -12.314  15.335  6.081
H  -11.976  12.834  5.095
H  -11.429  11.664  2.776
H  -12.244  12.819  1.613
H  -13.118  12.246  3.067
C  -8.301  15.303  9.347
N  -8.827  15.946  8.149
C  -10.046  16.531  8.159
C  -10.199  17.710  7.185
O  -10.969  16.193  8.869
H  -7.873  14.335  9.132
H  -9.176  15.112  10.117
H  -7.582  15.948  9.839
H  -8.110  16.410  7.496
H  -9.477  17.802  6.398
H  -10.001  18.607  7.790
H  -11.252  17.853  6.915
C  -10.370  10.436  7.616
N  -11.171  9.385  6.971
C  -11.877  9.641  5.772
C  -12.831  8.572  5.159
O  -11.712  10.725  5.246
H  -10.049  9.989  8.523
H  -10.956  11.345  7.842
H  -9.556  10.755  6.956
H  -11.204  8.429  7.335
H  -12.513  8.013  4.278
H  -13.554  9.305  4.742
H  -13.281  7.990  5.935

Output
M   577.419 g/mol
LUMO level   0.25 eV
2S+1   1
Frontier orbital gap   0.3518 Ha
Highest occupied orbital energy   -9.33 eV

Atomic charges from the Löwdin analysis, expressed in e, are listed below:
1 Cl 0.442
2 C -1.401
3 Cl 0.492
4 Cl 0.512
5 H -0.050
6 Cl 0.583
7 C -1.620
8 Cl 0.558
9 Cl 0.519
10 H -0.033
11 Cl 0.552
12 C -1.582
13 Cl 0.557
14 Cl 0.558
15 H -0.006
16 C -0.086
17 N 0.023
18 C -0.580
19 C 0.008
20 O 0.020
21 H 0.094
22 H 0.075
23 H 0.094
24 H 0.086
25 H 0.036
26 H 0.083
27 H 0.072
28 C -0.072
29 N 0.000
30 C -0.571
31 C -0.002
32 O 0.020
33 H 0.068
34 H 0.107
35 H 0.076
36 H 0.172
37 H 0.065
38 H 0.088
39 H 0.088
40 C -0.091
41 N 0.001
42 C -0.493
43 C 0.010
44 O 0.001
45 H 0.061
46 H 0.053
47 H 0.068
48 H 0.132
49 H 0.059
50 H 0.091
51 H 0.062

***

(4)
A structure of composition C3H9AsClO6ReSTe4. Source: the OMol25 dataset; level of theory: wB97M-V/def2-TZVPD.

Geometry (Å):
Re  0.354  -0.098  -0.434
O  -2.047  1.456  2.053
Cl  -1.955  0.508  1.033
O  -3.141  -0.207  0.783
O  -0.818  -0.464  1.290
O  -1.462  1.140  -0.261
Te  1.931  1.284  -2.118
Te  4.158  -0.219  -2.630
Te  2.924  -2.639  -2.538
Te  1.739  -2.191  -0.146
C  -2.661  -0.655  -4.809
As  -2.386  0.098  -3.069
C  -4.113  0.179  -2.242
C  -1.753  1.893  -3.306
S  -0.948  -1.243  -2.159
H  -3.353  -0.022  -5.364
H  -3.082  -1.653  -4.697
H  -1.709  -0.720  -5.331
H  -4.810  0.553  -2.992
H  -4.084  0.850  -1.389
H  -4.408  -0.815  -1.917
H  -2.513  2.446  -3.858
H  -0.828  1.886  -3.882
H  -1.600  2.352  -2.332
O  1.234  1.287  0.488
O  2.259  1.960  -0.263

Output
M   980.148 g/mol
LUMO level (spin up / spin down)   -5.15 / -5.16 eV
2S+1   2
Frontier orbital gap (spin up / spin down)   0.2210 / 0.2211 Ha
<S²>   0.779
Total charge   +1
Energy relative to the best compared isomer or geometry (same formula, charge and spin)   8.9 kJ/mol
Highest occupied orbital energy (spin up / spin down)   -11.16 / -11.18 eV

Atomic charges from the Löwdin analysis, expressed in e, are listed below:
1 Re 0.520
2 O -0.183
3 Cl 0.753
4 O -0.237
5 O -0.465
6 O -0.524
7 Te 0.893
8 Te 0.225
9 Te 0.102
10 Te 0.387
11 C -0.243
12 As 0.809
13 C -0.221
14 C -0.240
15 S 0.124
16 H 0.052
17 H 0.051
18 H 0.047
19 H 0.054
20 H 0.033
21 H 0.056
22 H 0.056
23 H 0.027
24 H 0.028
25 O -0.498
26 O -0.608